Record 1
C20H23F3N4O2RhS2 as an isolated structure, computed with wB97M-V/def2-TZVPD.

Positions of all 55 atoms, in Å:
Rh1 0.18376 -0.02857 1.40278
F1 4.50401 -2.29754 4.63390
C1 3.87614 -1.11295 4.66716
F2 4.44065 -0.32551 3.75024
F3 4.10651 -0.57456 5.87200
C2 2.39566 -1.28972 4.44046
C3 1.62146 -1.79638 5.46969
C4 0.25368 -1.97990 5.30773
C5 -0.31210 -1.63774 4.09979
N1 0.43517 -1.17872 3.09409
C6 1.77084 -1.00640 3.22742
S1 2.38349 -0.35964 1.72184
H1 2.09248 -2.03832 6.41408
H2 -0.35719 -2.37461 6.10523
H3 -1.37192 -1.73860 3.90720
C7 -0.64463 -3.56121 -2.96213
C8 -1.55903 -2.39449 -2.62595
N2 -0.87814 -1.10072 -2.72406
C9 -0.90373 -0.47541 -4.05737
C10 -2.09192 0.45617 -4.21782
C11 -0.26326 -0.49794 -1.71263
S2 -0.07491 -1.45862 -0.25219
N3 0.29334 0.68104 -1.96814
C12 0.67490 1.55690 -1.06000
O1 0.41733 1.51687 0.18674
C13 1.41680 2.74904 -1.52709
C14 2.05441 3.57112 -0.60024
C15 2.77046 4.67349 -1.03453
C16 2.84451 4.96373 -2.39015
C17 2.20567 4.14950 -3.31594
C18 1.49595 3.04125 -2.88734
H4 -1.20929 -4.49342 -2.95931
H5 0.16420 -3.64907 -2.23653
H6 -0.20165 -3.44287 -3.95111
H7 -1.96759 -2.49484 -1.62173
H8 -2.40318 -2.34955 -3.31495
H9 -0.93546 -1.29104 -4.77999
H10 0.03032 0.06154 -4.19332
H11 -3.03424 -0.05934 -4.02579
H12 -2.12763 0.84577 -5.23484
H13 -2.01069 1.29812 -3.53047
H14 1.99221 3.33707 0.45299
H15 3.27225 5.30646 -0.31528
H16 3.40287 5.82705 -2.72741
H17 2.26125 4.37846 -4.37157
H18 0.99485 2.39927 -3.59797
C19 -4.26999 0.33171 2.08119
C20 -2.98547 -0.31219 1.65394
N4 -3.01346 -1.60209 1.30031
O2 -1.94514 0.35853 1.64900
H19 -5.12423 -0.33960 2.03650
H20 -4.44866 1.19408 1.44049
H21 -4.14821 0.70082 3.09876
H22 -3.88261 -2.10619 1.28054
H23 -2.19084 -2.03021 0.90181

Results
- HOMO: -11.431 eV
- Net charge: +1
- Multiplicity: 1
- Frontier orbital gap: 7.389 eV



Record 2
C20H23IrN5OS2 as an isolated structure, computed with wB97M-V/def2-TZVPD.

Positions of all 52 atoms, in Å:
Ir1 -0.00846 0.19353 0.29072
C1 -2.33164 1.19942 4.05839
C2 -1.33394 0.68310 3.06613
S1 -1.38188 1.38006 1.52064
C3 -0.38478 -0.28589 3.34814
C4 -0.21416 -0.95123 4.67969
S2 0.68242 -0.80052 2.13052
H1 -2.97534 1.95753 3.61487
H2 -1.82644 1.64104 4.91856
H3 -2.96005 0.38311 4.41822
H4 -0.71666 -0.39431 5.46695
H5 0.84182 -1.04370 4.93582
H6 -0.63068 -1.96257 4.64913
C5 -3.02845 -1.89040 -1.72702
C6 -1.92207 -1.16992 -1.35503
N1 -1.47069 -1.17057 -0.08050
C7 -2.11340 -1.89704 0.84465
C8 -3.22257 -2.67690 0.54495
C9 -3.69280 -2.63853 -0.76405
C10 -3.97043 -3.43989 1.56265
C11 -3.58018 -4.04547 2.68921
C12 -2.24282 -4.26543 3.27863
C13 -2.15669 -4.77509 4.56854
C14 -0.88977 -4.97663 5.09334
N2 0.21380 -4.71977 4.39588
C15 0.02216 -4.26815 3.16262
N3 -1.13690 -4.01107 2.56675
H7 -3.36461 -1.86304 -2.75327
H8 -1.35472 -0.59238 -2.07848
H9 -1.73179 -1.85650 1.84676
H10 -4.58043 -3.19798 -1.03242
H11 -5.02892 -3.51127 1.33591
H12 -4.37580 -4.50042 3.26841
H13 -3.04365 -5.00735 5.14156
H14 -0.75215 -5.35694 6.09882
H15 0.91599 -4.08658 2.57439
N4 1.72850 1.29368 0.16182
C16 2.55624 2.06174 0.46019
N5 3.49114 2.88954 0.73848
C17 4.92098 2.48437 0.79869
C18 5.66257 3.21533 -0.30978
O1 5.45959 4.60797 -0.20927
C19 4.10588 4.96779 -0.37446
C20 3.25878 4.35809 0.73116
H16 4.99205 1.40357 0.69397
H17 5.30256 2.78052 1.77553
H18 5.33630 2.84898 -1.29144
H19 6.73185 3.04288 -0.20581
H20 3.73891 4.64332 -1.35666
H21 4.05633 6.05338 -0.31979
H22 2.19733 4.55412 0.59225
H23 3.57490 4.73396 1.70411

Results
- HOMO (spin up / spin down): -14.359 / -14.359 eV
- Net charge: +2
- Multiplicity: 2
- Frontier orbital gap (spin up / spin down): 6.397 / 5.933 eV



Record 3
One molecule with the formula C20H23N3O2, computed with wB97M-V/def2-TZVPD.

Positions of all 48 atoms, in Å:
C1 -1.18969 -2.61385 0.88908
C2 -1.48032 -2.16576 -0.54206
N1 -1.82431 -0.76896 -0.59039
C3 -1.04880 0.29913 -0.95898
C4 0.33419 0.14407 -1.50393
C5 0.94029 1.50306 -1.93078
C6 1.61791 2.19452 -0.78086
C7 0.88702 2.94363 0.13312
C8 1.51614 3.53983 1.21172
C9 2.88186 3.39465 1.39151
C10 3.61784 2.65200 0.48428
C11 2.98842 2.05573 -0.59479
N2 1.19665 -0.52797 -0.54551
C12 2.22255 -1.30971 -0.94348
O1 2.35243 -1.73247 -2.07251
C13 3.19875 -1.63562 0.19420
O2 2.54945 -2.13723 1.34116
C14 2.24116 -3.50851 1.23891
N3 -1.66565 1.44137 -0.84291
C15 -2.91514 1.15206 -0.36272
C16 -3.98010 1.99111 -0.05550
C17 -5.13863 1.40625 0.40886
C18 -5.25004 0.02280 0.56424
C19 -4.20408 -0.82689 0.26640
C20 -3.03276 -0.24622 -0.19526
H1 -1.00396 -3.68434 0.91151
H2 -2.03873 -2.39390 1.53222
H3 -0.31718 -2.09726 1.28063
H4 -2.32367 -2.73635 -0.94588
H5 -0.61059 -2.33966 -1.17846
H6 0.29761 -0.51161 -2.38507
H7 1.67033 1.31540 -2.71946
H8 0.13363 2.12132 -2.32165
H9 -0.17813 3.04370 -0.00990
H10 0.93891 4.12183 1.91540
H11 3.37209 3.86091 2.23353
H12 4.68452 2.53882 0.61547
H13 3.56731 1.47932 -1.30405
H14 1.23239 -0.13795 0.38520
H15 3.95376 -2.33973 -0.17707
H16 3.69162 -0.70675 0.49939
H17 3.15526 -4.10907 1.16554
H18 1.70573 -3.77415 2.14816
H19 1.61467 -3.71638 0.36530
H20 -3.89206 3.05808 -0.18255
H21 -5.98626 2.02763 0.65720
H22 -6.17977 -0.39115 0.92566
H23 -4.30256 -1.89572 0.38507

Results
- HOMO: -8.560 eV
- Multiplicity: 1
- Frontier orbital gap: 9.320 eV



Listing energy above the lowest of the compared OMol25 structures with the same formula, charge and spin for the structures above in their given order: 33.3, 0.0, 86.2 kJ/mol.
Listing max |F| for the structures above in their given order: 0.0157, 0.0317, 0.0153 Eh/bohr.